Molecular formula: C24H33N3P2RuSe
Method: DFT, ωB97M-V with the def2-TZVPD basis set

For the LUMO energy (alpha / beta), the calculation gives -1.887 / -5.123 eV. The value obtained for the HOMO energy (alpha / beta) is -7.78 / -10.66 eV. The expectation value of S² is 8.803. Its largest force on an atom is 2.243 eV Å⁻¹. The HOMO-LUMO gap (alpha / beta) comes out at 5.9 / 5.5 eV. As for the spin multiplicity: 6. The total energy is -4277.284990 a.u. The charge is +1.

Cartesian coordinates (Å):
1 Ru 0.013 0.180 0.092
2 Se -1.685 -1.628 0.031
3 P 2.166 0.883 -0.102
4 P -1.272 1.821 1.037
5 N 0.014 2.801 -2.004
6 N -1.357 -4.392 0.744
7 N 0.332 -3.218 1.441
8 C 2.566 2.434 -1.048
9 C 0.535 2.269 -4.311
10 C -0.546 2.393 2.609
11 C -1.601 3.429 0.155
12 C -1.779 2.704 -3.630
13 C 1.162 -2.108 1.840
14 C -3.554 3.305 -1.503
15 C 0.632 -4.554 1.686
16 C -0.870 -3.115 0.804
17 C 3.353 -0.305 -0.812
18 C -2.964 1.307 1.488
19 C -2.660 -4.769 0.238
20 C 2.281 2.312 -2.529
21 C 3.233 1.987 -3.487
22 C -0.422 -5.284 1.245
23 C 1.553 1.929 -5.243
24 C 0.927 2.498 -2.943
25 C 2.893 1.293 1.520
26 C 2.868 1.795 -4.836
27 C -4.041 3.093 -2.810
28 C -1.292 2.943 -2.294
29 C -3.179 2.804 -3.852
30 C -0.832 2.367 -4.609
31 C -2.195 3.243 -1.226
32 H -0.357 1.518 3.242
33 H 0.402 2.907 2.414
34 H 1.564 -4.844 2.140
35 H -2.570 -5.385 -0.665
36 H 3.328 -1.233 -0.227
37 H -3.539 2.641 -4.869
38 H -1.166 2.194 -5.633
39 H -5.115 3.162 -2.992
40 H -0.615 3.904 0.063
41 H 3.046 -0.533 -1.839
42 H 2.358 2.133 1.977
43 H -0.598 -6.349 1.237
44 H 3.621 2.685 -0.877
45 H 4.276 1.881 -3.184
46 H -3.476 2.090 2.065
47 H -3.203 -5.341 1.000
48 H -2.264 4.050 0.771
49 H 1.255 1.777 -6.281
50 H -1.226 3.077 3.135
51 H -2.905 0.386 2.079
52 H 2.824 0.426 2.187
53 H -4.250 3.528 -0.692
54 H -3.541 1.102 0.579
55 H 0.599 -1.160 1.608
56 H 0.983 -0.819 -0.695
57 H 2.111 -2.120 1.290
58 H -3.220 -3.860 0.001
59 H 1.914 3.207 -0.617
60 H -0.570 0.354 -1.398
61 H 4.369 0.110 -0.814
62 H 1.356 -2.162 2.922
63 H 3.949 1.567 1.394
64 H 3.642 1.534 -5.560

Molecular formula: C24H33N5O6S
Method: DFT, ωB97M-V with the def2-TZVPD basis set

For the LUMO energy, the calculation gives 0.101 eV. The value obtained for the HOMO energy is -8.11 eV. Its largest force on an atom is 0.840 eV Å⁻¹. The HOMO-LUMO gap comes out at 8.2 eV. The calculation puts the energy above the lowest of the compared OMol25 structures with the same formula, charge and spin at 12.7 kJ/mol. The total energy is -2057.816000 a.u.

Cartesian coordinates (Å):
1 S 0.045 -2.298 -1.985
2 O -4.041 4.277 1.606
3 O 3.124 -2.642 0.219
4 O -0.399 -6.001 1.032
5 O -1.429 0.076 -0.499
6 O -5.509 2.326 2.680
7 O 1.601 2.937 0.953
8 N 0.166 -0.074 1.115
9 N 0.121 -6.517 -1.108
10 N -0.527 -3.315 1.714
11 N 0.130 -3.896 -1.773
12 N 0.049 2.357 -0.592
13 C -2.067 2.824 1.557
14 C -2.314 0.603 2.420
15 C -0.056 1.298 1.577
16 C -3.307 5.327 1.028
17 C -0.963 2.989 -3.553
18 C -3.396 3.083 1.836
19 C 3.352 -4.981 -0.151
20 C -0.282 -1.956 -0.325
21 C -1.520 1.575 1.833
22 C 1.417 -0.693 1.505
23 C 0.589 3.105 -1.704
24 C 0.622 2.298 0.614
25 C 3.659 -1.401 0.618
26 C -3.647 0.850 2.696
27 C -0.526 3.895 -2.406
28 C -0.345 -3.149 0.374
29 C 2.550 -0.360 0.523
30 C 4.056 -3.698 0.258
31 C -0.565 -0.568 0.088
32 C 1.156 2.150 -2.781
33 C -0.100 -4.235 -0.520
34 C -4.202 2.083 2.405
35 C 0.365 2.436 -4.061
36 C -0.139 -5.652 -0.110
37 H 0.478 1.393 2.531
38 H -5.705 3.232 2.406
39 H -0.742 1.743 -0.775
40 H 2.951 0.635 0.715
41 H 1.676 -0.347 2.507
42 H -1.339 4.130 -1.719
43 H 4.061 -5.803 -0.173
44 H 4.891 -3.483 -0.428
45 H -2.461 5.620 1.657
46 H -0.698 -4.280 1.979
47 H 0.307 -6.160 -2.029
48 H 2.911 -4.858 -1.137
49 H -4.274 0.095 3.143
50 H 2.156 -0.383 -0.495
51 H 1.361 3.759 -1.289
52 H -1.440 3.591 1.133
53 H 4.471 -3.794 1.274
54 H 4.498 -1.121 -0.038
55 H -0.126 4.830 -2.800
56 H 0.875 3.194 -4.657
57 H 0.992 1.120 -2.463
58 H 2.226 2.291 -2.921
59 H 4.040 -1.466 1.649
60 H 1.297 -1.775 1.539
61 H -1.039 -2.605 2.211
62 H -2.943 5.058 0.031
63 H -4.002 6.161 0.944
64 H 0.098 -7.507 -0.932
65 H 0.241 1.544 -4.673
66 H -1.518 3.524 -4.322
67 H -1.585 2.178 -3.173
68 H 2.559 -5.211 0.555
69 H -1.892 -0.360 2.664

Molecular formula: C24H33N5O7
Method: DFT, ωB97M-V with the def2-TZVPD basis set

For the LUMO energy (alpha / beta), the calculation gives -5.421 / -8.837 eV. The value obtained for the HOMO energy (alpha / beta) is -11.24 / -11.24 eV. The expectation value of S² is 0.775. Its largest force on an atom is 6.211 eV Å⁻¹. The HOMO-LUMO gap (alpha / beta) comes out at 5.8 / 2.4 eV. As for the spin multiplicity: 2. The total energy is -1734.543656 a.u. The charge is +1.

Cartesian coordinates (Å):
1 O -2.414 -0.757 -0.712
2 O -0.713 5.453 1.995
3 O 2.129 -3.013 -1.537
4 O 5.172 -4.476 -0.844
5 O -2.982 4.007 -3.106
6 O 0.637 -0.938 4.182
7 O 1.123 1.071 1.240
8 N 2.227 -5.196 -1.598
9 N 0.935 -1.050 0.663
10 N 4.301 -2.817 0.339
11 N 0.648 3.785 1.603
12 N -0.189 1.062 4.655
13 C -3.678 1.286 -0.861
14 C -4.648 3.457 -0.791
15 C -1.812 1.973 -3.051
16 C -5.438 1.931 0.765
17 C -0.860 2.273 -4.047
18 C -1.687 3.304 1.388
19 C 6.306 -3.919 1.139
20 C -2.883 2.957 -2.534
21 C -0.528 -0.093 -2.592
22 C -3.766 2.574 -1.391
23 C 0.472 0.267 -3.516
24 C -0.305 -0.137 4.089
25 C -0.547 4.252 1.729
26 C -0.005 -4.190 -1.656
27 C 5.175 -3.739 0.180
28 C -1.523 -0.391 3.280
29 C 2.855 0.178 -0.109
30 C -2.587 0.340 -1.247
31 C -4.581 1.000 0.164
32 C 1.507 -4.066 -1.482
33 C -5.434 3.225 0.305
34 C -1.675 0.751 -2.348
35 C 0.232 1.435 -4.265
36 C 1.561 0.102 0.642
37 H 0.843 2.796 1.668
38 H -1.476 2.761 0.466
39 H 6.008 -3.599 2.138
40 H -6.067 1.514 1.537
41 H -0.603 -3.465 -1.104
42 H -0.295 -4.074 -2.700
43 H 2.956 1.039 -0.769
44 H 7.223 -3.526 0.700
45 H -0.850 1.781 4.399
46 H 1.415 4.442 1.612
47 H 3.133 -0.744 -0.619
48 H 0.560 1.231 5.312
49 H 0.059 -0.992 1.162
50 H 4.402 -1.965 0.873
51 H 0.909 1.633 -5.083
52 H -2.502 -0.260 3.741
53 H 3.619 0.369 0.645
54 H -0.335 -5.178 -1.335
55 H 6.718 -4.917 1.290
56 H -1.836 2.635 2.235
57 H -2.659 3.776 1.246
58 H 3.234 -5.119 -1.607
59 H -0.893 3.131 -4.703
60 H 1.280 -0.410 -3.751
61 H -1.506 0.046 2.281
62 H 1.786 -6.021 -1.218
63 H -1.420 -1.469 3.156
64 H -4.514 -0.012 0.533
65 H -4.550 4.492 -1.084
66 H 1.050 -1.790 -0.015
67 H -0.363 -1.042 -2.104
68 H -5.983 3.993 0.830
69 H 3.632 -2.953 -0.405

Molecular formula: C24H33N7O13P2V
Method: DFT, ωB97M-V with the def2-TZVPD basis set

For the LUMO energy (alpha / beta), the calculation gives -7.484 / -7.082 eV. The value obtained for the HOMO energy (alpha / beta) is -14.87 / -14.88 eV. The expectation value of S² is 0.762. Its largest force on an atom is 2.326 eV Å⁻¹. The HOMO-LUMO gap (alpha / beta) comes out at 7.4 / 7.8 eV. As for the spin multiplicity: 2. The calculation puts the energy above the lowest of the compared OMol25 structures with the same formula, charge and spin at 57.8 kJ/mol. The total energy is -3922.149948 a.u. The charge is +2.

Cartesian coordinates (Å):
1 V -0.075 0.306 0.026
2 P -1.170 -3.162 -2.514
3 P 0.383 -0.652 -3.105
4 O -1.115 -2.182 5.322
5 O -0.155 -0.097 -1.751
6 O -3.770 2.778 7.878
7 O -1.896 2.781 1.836
8 O -2.166 -1.133 -3.736
9 O -3.544 4.251 6.324
10 O 1.724 -1.256 -3.022
11 O -0.471 1.046 1.958
12 O -2.270 -4.063 -3.201
13 O -1.994 -1.684 7.225
14 O 0.109 -4.081 -2.559
15 O 0.266 0.642 -4.040
16 O -1.436 -2.648 -1.160
17 N 1.610 1.532 0.650
18 N -3.407 3.143 6.788
19 N -0.486 2.166 -0.699
20 N 1.671 -1.069 -0.132
21 N -2.050 0.338 0.000
22 N -1.669 -1.420 6.098
23 N -0.591 -1.298 1.160
24 C 1.837 2.721 -0.229
25 C -1.682 2.391 -1.088
26 C 2.954 -0.321 -0.077
27 C -1.817 -1.657 1.219
28 C -2.517 0.873 6.453
29 C 1.558 -2.246 0.782
30 C -1.896 -0.037 5.624
31 C -1.486 0.278 4.351
32 C 2.827 0.745 0.974
33 C -2.377 2.492 4.645
34 C -1.389 1.855 2.432
35 C -2.724 -0.668 0.570
36 C -2.656 1.383 -0.572
37 C -1.741 1.543 3.853
38 C -4.757 0.415 -0.023
39 C -2.085 3.470 -2.024
40 C -4.103 -0.661 0.570
41 C -0.485 -2.309 -5.099
42 C -2.322 -2.884 1.890
43 C -4.035 1.451 -0.600
44 C 0.681 2.882 -1.220
45 C -2.735 2.135 5.929
46 C 0.514 -1.966 1.844
47 C -0.899 -1.791 -3.722
48 H 0.234 -4.648 -3.327
49 H 0.543 -2.673 -5.090
50 H -2.188 -0.519 -4.483
51 H -0.968 -0.459 3.757
52 H 1.620 -1.425 -1.089
53 H 0.462 3.932 -1.404
54 H -4.541 2.302 -1.033
55 H -3.163 3.552 -2.120
56 H -2.594 3.483 4.272
57 H -1.149 -3.110 -5.422
58 H 2.522 -2.488 1.227
59 H 0.201 -2.868 2.367
60 H -1.738 -3.743 1.560
61 H -5.838 0.448 -0.025
62 H 0.932 2.423 -2.179
63 H -0.551 -1.507 -5.838
64 H -2.829 0.617 7.455
65 H 3.103 0.122 -1.063
66 H 1.919 3.598 0.411
67 H -4.665 -1.461 1.029
68 H 0.859 0.609 -4.801
69 H -3.363 -3.071 1.646
70 H 3.707 1.385 1.031
71 H -1.694 4.434 -1.696
72 H 1.198 1.867 1.517
73 H -3.153 -3.678 -3.247
74 H -2.225 -2.796 2.979
75 H -1.662 3.255 -3.010
76 H 3.791 -0.993 0.110
77 H 2.780 2.612 -0.762
78 H 1.237 -3.093 0.175
79 H 0.885 -1.257 2.589
80 H 2.676 0.300 1.958